[1]
The following is a quantum chemistry calculation of the molecule C12H18N4O3S, from OMol25.

## Properties
- HOMO level (eV) = -7.96
- spin multiplicity = 1
- frontier orbital gap (eV) = 8.5855

Last columns: bonded neighbours and bond lengths (Å).
Atoms and positions in Å:
1 C -4.5261 2.7763 -0.3752  H2 1.088, C4 1.515, H7 1.087, H24 1.087
2 H -4.6428 3.7205 -0.9022  C1 1.088
3 N 2.0249 1.7021 -0.4729  C8 1.446, C20 1.378, C38 1.361
4 C -3.0612 2.3920 -0.3396  C1 1.515, H15 1.088, S21 1.832, H35 1.088
5 O 2.2370 -1.8968 1.4760  C37 1.215
6 H 0.2656 -2.6223 -2.6160  C13 1.087
7 H -5.1092 2.0154 -0.8884  C1 1.087
8 C 1.9592 2.9695 -1.1651  N3 1.446, H25 1.090, H29 1.088, H33 1.090
9 C 0.8867 -0.1086 0.6523  N34 1.382, C37 1.428, C38 1.389
10 O 4.2900 1.5597 -0.6258  C20 1.210
11 H -2.1647 -3.1695 -2.2952  C36 1.093
12 C -1.1357 0.6687 0.4206  N14 1.326, S21 1.726, N34 1.350
13 C -0.0487 -3.5884 -2.2285  H6 1.087, H27 1.086, H32 1.087, C36 1.527
14 N -0.3680 1.5799 -0.1615  C12 1.326, C38 1.349
15 H -2.6524 2.2512 -1.3386  C4 1.088
16 H -0.4065 -1.7469 2.4861  C18 1.093
17 H -1.7075 -4.4219 -1.1124  C36 1.100
18 C -0.9598 -1.5503 1.5644  H16 1.093, C30 1.529, H31 1.092, N34 1.437
19 N 3.1861 -0.1204 0.4138  C20 1.383, H23 1.014, C37 1.397
20 C 3.2390 1.0876 -0.2570  N3 1.378, O10 1.210, N19 1.383
21 S -2.8526 0.7983 0.5400  C4 1.832, C12 1.726
22 H -1.2448 -3.6402 1.0967  C30 1.100
23 H 4.0911 -0.5549 0.5579  N19 1.014
24 H -4.9174 2.8884 0.6331  C1 1.087
25 H 1.3294 2.8730 -2.0491  C8 1.090
26 O -1.4729 -2.4435 -0.5774  C30 1.410, C36 1.411
27 H -0.1173 -4.2936 -3.0521  C13 1.086
28 H 0.2632 -2.9329 0.4591  C30 1.097
29 H 2.9728 3.2446 -1.4491  C8 1.088
30 C -0.8047 -2.7481 0.6262  C18 1.529, H22 1.100, O26 1.410, H28 1.097
31 H -2.0159 -1.3770 1.7821  C18 1.092
32 H 0.7039 -3.9461 -1.5301  C13 1.087
33 H 1.5320 3.7272 -0.5082  C8 1.090
34 N -0.4401 -0.3628 0.9453  C9 1.382, C12 1.350, C18 1.437
35 H -2.4593 3.1258 0.1932  C4 1.088
36 C -1.4136 -3.4586 -1.5554  H11 1.093, C13 1.527, H17 1.100, O26 1.411
37 C 2.0917 -0.8276 0.9164  O5 1.215, C9 1.428, N19 1.397
38 C 0.8868 1.1042 -0.0253  N3 1.361, C9 1.389, N14 1.349

The computed natural (NBO) charges, all in e, follow: -0.62, 0.22, -0.42, -0.49, -0.63, 0.21, 0.21, -0.41, -0.12, -0.63, 0.19, 0.25, -0.64, -0.54, 0.23, 0.23, 0.16, -0.23, -0.64, 0.79, 0.26, 0.17, 0.43, 0.21, 0.21, -0.55, 0.22, 0.20, 0.25, -0.08, 0.22, 0.21, 0.21, -0.32, 0.23, -0.05, 0.65, 0.37



[2]
The following is a quantum chemistry calculation of the molecule C17H19FN4O2S, from OMol25.

## Properties
- HOMO level (eV) = -9.18
- spin multiplicity = 1
- frontier orbital gap (eV) = 9.3401

Last columns: bonded neighbours and bond lengths (Å).
Atoms and positions in Å:
1 C -1.5167 2.9557 1.1892  H5 1.091, H10 1.088, C11 1.546, C38 1.532
2 H 0.4030 1.5369 -1.3725  C26 1.080
3 H 0.6584 -1.0073 0.8845  C24 1.096
4 F 4.4780 2.4100 0.2859  C23 1.350
5 H -0.4456 2.7554 1.2492  C1 1.091
6 H -2.8852 1.5012 0.2592  C11 1.092
7 H -3.0943 2.9231 4.1770  C31 1.088
8 H -4.1404 1.9756 2.1999  C14 1.090
9 H -0.6494 -5.7895 -2.2961  C39 1.069
10 H -1.6963 3.5382 0.2878  C1 1.088
11 C -2.2801 1.6121 1.1615  C1 1.546, H6 1.092, C14 1.537, N29 1.448
12 H -0.1659 -0.5613 -2.2949  C43 1.095
13 H -1.2139 4.3129 2.8800  C38 1.089
14 C -3.1435 1.6020 2.4333  H8 1.090, C11 1.537, C31 1.526, H44 1.089
15 C 3.0004 -0.6000 -1.0519  H19 1.080, C27 1.391, C34 1.383
16 S 1.0552 -5.7098 -4.0642  N17 1.658, C39 1.698
17 N 2.0286 -4.3731 -3.9464  S16 1.658, N41 1.254
18 C 0.6818 -4.0325 -2.2427  C25 1.488, C39 1.379, N41 1.350
19 H 3.2581 -1.6298 -1.2483  C15 1.080
20 H -2.8469 4.3253 2.2077  C38 1.091
21 O -0.2604 -4.0780 -0.1075  C25 1.223
22 C -1.2620 -0.3715 0.1186  C24 1.528, N29 1.347, O35 1.212
23 C 3.5750 1.5700 -0.2633  F4 1.350, C34 1.384, C37 1.383
24 C -0.1902 -1.4380 0.3404  H3 1.096, C22 1.528, H33 1.096, N36 1.447
25 C 0.1911 -3.3760 -1.0008  C18 1.488, O21 1.223, N36 1.348
26 C 1.3921 1.1804 -1.1262  H2 1.080, C27 1.389, C37 1.384
27 C 1.7246 -0.1463 -1.3685  C15 1.391, C26 1.389, C43 1.506
28 H -1.5722 2.0917 3.8393  C31 1.092
29 N -1.3576 0.4960 1.1449  C11 1.448, C22 1.347, H30 1.008
30 H -0.7613 0.3882 1.9500  N29 1.008
31 C -2.4407 2.5692 3.3819  H7 1.088, C14 1.526, H28 1.092, C38 1.526
32 H 1.1545 -1.6738 -2.7446  C43 1.090
33 H -0.6204 -2.2507 0.9371  C24 1.096
34 C 3.9348 0.2543 -0.4963  C15 1.383, C23 1.384, H42 1.078
35 O -1.9517 -0.3088 -0.8766  C22 1.212
36 N 0.2739 -2.0343 -0.8941  C24 1.447, C25 1.348, C43 1.454
37 C 2.3159 2.0500 -0.5731  C23 1.383, C26 1.384, H40 1.079
38 C -1.9939 3.6892 2.4465  C1 1.532, H13 1.089, H20 1.091, C31 1.526
39 C 0.1665 -5.2279 -2.6994  H9 1.069, S16 1.698, C18 1.379
40 H 2.0738 3.0841 -0.3837  C37 1.079
41 N 1.7277 -3.6203 -2.9893  N17 1.254, C18 1.350
42 H 4.9287 -0.0817 -0.2469  C34 1.078
43 C 0.7087 -1.1078 -1.9270  H12 1.095, C27 1.506, H32 1.090, N36 1.454
44 H -3.2422 0.5967 2.8403  C14 1.089

The computed natural (NBO) charges, all in e, follow: -0.42, 0.22, 0.21, -0.33, 0.21, 0.24, 0.22, 0.21, 0.27, 0.22, -0.07, 0.23, 0.21, -0.41, -0.18, 0.64, -0.35, -0.03, 0.23, 0.20, -0.62, 0.68, 0.39, -0.33, 0.66, -0.19, -0.05, 0.19, -0.61, 0.39, -0.40, 0.25, 0.28, -0.28, -0.64, -0.40, -0.28, -0.40, -0.39, 0.23, -0.19, 0.23, -0.27, 0.22



[3]
The following is a quantum chemistry calculation of a cluster of 2 separate species, H4O2 in total, from OMol25.

## Properties
- HOMO level (eV) = -11.70
- spin multiplicity = 1
- frontier orbital gap (eV) = 12.3071

Last columns: bonded neighbours and bond lengths (Å).
Atoms and positions in Å:
1 O -0.9012 -2.5529 -0.6143  H2 0.869, H6 0.951
2 H -0.6083 -1.8068 -0.9504  O1 0.869
3 O 1.0122 2.3752 0.6254  H4 0.908, H5 1.022
4 H 1.3719 3.2000 0.5018  O3 0.908
5 H 0.0049 2.2787 0.4802  O3 1.022
6 H -1.6561 -2.2502 -0.1205  O1 0.951

The computed natural (NBO) charges, all in e, follow: -0.91, 0.45, -0.96, 0.47, 0.48, 0.46



[4]
The following is a quantum chemistry calculation of the molecule C6H9N, from OMol25.

## Properties
- HOMO level (eV) = -8.65
- spin multiplicity = 1
- frontier orbital gap (eV) = 9.7522

Last columns: bonded neighbours and bond lengths (Å).
Atoms and positions in Å:
1 H -1.9178 -1.8746 -0.3427  C10 1.088
2 C 1.3746 1.4483 0.0700  N3 1.459, H4 1.084, C6 1.472, H15 1.088
3 N 1.6376 0.1473 -0.5361  C2 1.459, C6 1.496, C8 1.467
4 H 2.2377 2.0390 -0.2157  C2 1.084
5 H -1.3056 -0.8541 1.9080  C12 1.096
6 C 0.4144 0.9222 -0.9133  C2 1.472, N3 1.496, C7 1.668, H16 1.121
7 C -0.3355 -0.3001 -0.0615  C6 1.668, C8 1.516, C10 1.478, C12 1.509
8 C 0.9924 -1.0190 0.0772  N3 1.467, C7 1.516, H9 1.106, H14 1.105
9 H 1.4298 -1.2676 1.0624  C8 1.106
10 C -1.7053 -0.8095 -0.2842  H1 1.088, C7 1.478, C12 1.507, H13 1.081
11 H -1.7334 0.8029 1.2785  C12 1.082
12 C -1.3582 -0.1841 1.0417  H5 1.096, C7 1.509, C10 1.507, H11 1.082
13 H -2.2433 -0.1764 -0.9754  C10 1.081
14 H 1.1398 -1.8950 -0.5804  C8 1.105
15 H 0.9745 1.6594 1.0597  C2 1.088
16 H 0.5357 1.3168 -1.9557  C6 1.121

The computed natural (NBO) charges, all in e, follow: 0.22, -0.30, -0.38, 0.22, 0.22, -0.12, -0.03, -0.24, 0.19, -0.42, 0.22, -0.42, 0.22, 0.20, 0.20, 0.23



[5]
The following is a quantum chemistry calculation of a cluster of 2 separate species, C4H13NO3 in total, from OMol25.

## Properties
- HOMO level (eV) = -8.54
- spin multiplicity = 1
- frontier orbital gap (eV) = 9.1407

Last columns: bonded neighbours and bond lengths (Å).
Atoms and positions in Å:
1 H -0.8947 1.4763 -2.2924  C7 1.093
2 O -0.3416 -2.1889 -1.7591  H14 0.960, H20 0.960
3 H 1.2312 0.1506 -1.9669  C17 1.086
4 H 0.0391 -0.9581 3.2468  O19 0.966
5 H -1.3631 -0.7347 0.7909  C11 1.089
6 H -1.0278 0.2745 -1.0626  C7 1.089
7 C -0.5086 1.2002 -1.3083  H1 1.093, H6 1.089, O12 1.445, C17 1.502
8 H 1.1402 -1.3270 0.5898  N15 0.996
9 H 1.5477 1.8624 -1.5793  C17 1.092
10 H 2.4741 0.2908 0.0809  C18 1.097
11 C -0.5357 -0.4437 1.4369  H5 1.089, H13 1.083, N15 1.438, O19 1.413
12 O -1.1376 2.0784 -0.3480  C7 1.445, H21 0.963
13 H -0.6492 0.5671 1.8075  C11 1.083
14 H 0.5914 -2.4141 -1.7384  O2 0.960
15 N 0.7611 -0.4346 0.8162  H8 0.996, C11 1.438, C18 1.439
16 H 1.5882 1.5398 0.7460  C18 1.096
17 C 0.9756 0.9732 -1.3054  H3 1.086, C7 1.502, H9 1.092, C18 1.551
18 C 1.4354 0.6402 0.1382  H10 1.097, N15 1.439, H16 1.096, C17 1.551
19 O -0.5408 -1.3059 2.5566  H4 0.966, C11 1.413
20 H -0.8095 -2.8192 -1.2061  O2 0.960
21 H -0.5021 2.6607 0.0825  O12 0.963

The computed natural (NBO) charges, all in e, follow: 0.17, -0.94, 0.22, 0.47, 0.16, 0.19, -0.07, 0.36, 0.20, 0.20, 0.11, -0.73, 0.16, 0.47, -0.67, 0.18, -0.45, -0.21, -0.73, 0.48, 0.46



| no. | DFT total energy (eV) | F_max (eV Å⁻¹) |
| --- | --- | --- |
| 1 | -35675.88504 | 1.39 |
| 2 | -41545.61607 | 1.66 |
| 3 | -4159.16035 | 6.81 |
| 4 | -7853.94974 | 1.95 |
| 5 | -11990.21883 | 1.91 |